Record 1
Molecular formula: C36H99MgN8O10
Method: DFT, ωB97M-V/def2-TZVPD

Positions of all 154 atoms, in Å:
Mg (-11.062, -1.091, -22.400)
C (-8.307, -3.712, -21.543)
C (-8.916, -3.368, -22.880)
O (-9.505, -2.096, -22.972)
H (-9.067, -3.892, -20.784)
H (-7.621, -2.942, -21.190)
H (-7.686, -4.607, -21.528)
H (-9.724, -4.084, -23.030)
H (-8.184, -3.434, -23.685)
C (-5.324, -7.792, -20.943)
C (-6.027, -9.139, -21.088)
O (-5.084, -10.215, -21.009)
H (-4.569, -7.758, -21.729)
H (-4.771, -7.711, -20.007)
H (-6.001, -6.938, -20.956)
H (-6.567, -9.304, -22.021)
H (-6.760, -9.212, -20.284)
H (-5.543, -11.048, -21.136)
C (-12.681, -2.496, -24.720)
C (-11.887, -1.235, -25.176)
C (-12.340, -0.514, -26.459)
O (-12.278, -1.545, -27.458)
C (-13.278, -1.324, -28.489)
N (-11.895, -0.312, -24.071)
H (-12.280, -2.806, -23.755)
H (-12.512, -3.258, -25.481)
H (-13.747, -2.317, -24.573)
H (-10.875, -1.636, -25.217)
H (-11.541, 0.140, -26.810)
H (-13.317, -0.035, -26.398)
H (-14.238, -1.743, -28.186)
H (-13.059, -1.833, -29.428)
H (-13.393, -0.245, -28.600)
H (-12.837, 0.048, -24.110)
H (-11.485, 0.546, -24.410)
C (-12.894, -9.784, -20.721)
C (-12.279, -9.383, -22.062)
C (-12.622, -7.979, -22.489)
O (-12.090, -7.531, -23.736)
C (-12.250, -6.089, -23.907)
N (-10.861, -9.548, -21.883)
H (-12.742, -9.036, -19.944)
H (-12.530, -10.762, -20.405)
H (-13.974, -9.923, -20.767)
H (-12.630, -10.050, -22.849)
H (-12.398, -7.231, -21.728)
H (-13.706, -7.981, -22.603)
H (-11.751, -5.447, -23.181)
H (-13.305, -5.815, -23.926)
H (-11.811, -5.797, -24.860)
H (-10.287, -9.341, -22.687)
H (-10.534, -10.479, -21.668)
C (-8.221, 0.083, -20.418)
C (-9.745, 0.015, -20.220)
C (-10.158, 0.723, -18.863)
O (-9.708, 2.075, -18.808)
C (-9.974, 2.600, -17.510)
N (-10.440, 0.487, -21.397)
H (-7.986, 1.121, -20.652)
H (-7.860, -0.415, -21.318)
H (-7.661, -0.250, -19.545)
H (-9.997, -1.045, -20.204)
H (-9.719, 0.148, -18.048)
H (-11.224, 0.566, -18.698)
H (-9.409, 2.133, -16.703)
H (-11.039, 2.581, -17.278)
H (-9.772, 3.671, -17.493)
H (-11.297, 0.922, -21.087)
H (-9.871, 1.249, -21.738)
C (-5.740, -1.360, -23.490)
C (-6.409, -0.240, -24.220)
C (-5.452, 0.589, -25.031)
O (-5.221, -0.039, -26.274)
C (-4.153, 0.594, -27.058)
N (-7.481, -0.827, -25.016)
H (-5.222, -1.971, -24.230)
H (-6.498, -1.928, -22.951)
H (-5.000, -0.918, -22.823)
H (-6.919, 0.341, -23.451)
H (-4.524, 0.780, -24.491)
H (-5.850, 1.569, -25.292)
H (-4.492, 1.441, -27.654)
H (-3.747, -0.138, -27.755)
H (-3.249, 0.834, -26.498)
H (-8.210, -0.130, -24.966)
H (-7.795, -1.472, -24.306)
C (-8.970, 0.622, -29.756)
C (-8.630, 0.019, -28.397)
C (-9.029, -1.436, -28.301)
O (-8.462, -2.014, -27.151)
C (-8.829, -3.417, -26.983)
N (-7.224, 0.264, -28.092)
H (-8.825, 1.702, -29.738)
H (-10.025, 0.470, -29.984)
H (-8.419, 0.181, -30.586)
H (-9.307, 0.538, -27.718)
H (-8.617, -1.940, -29.174)
H (-10.113, -1.552, -28.286)
H (-9.877, -3.634, -26.775)
H (-8.334, -3.864, -26.121)
H (-8.371, -4.058, -27.736)
H (-6.610, 0.008, -28.852)
H (-7.079, 1.263, -28.084)
C (-7.369, -6.600, -24.251)
C (-8.718, -6.817, -24.795)
C (-8.763, -7.474, -26.243)
O (-8.266, -6.511, -27.205)
C (-7.007, -6.835, -27.788)
N (-9.317, -7.840, -23.909)
H (-7.365, -6.102, -23.281)
H (-6.851, -5.978, -24.981)
H (-6.754, -7.493, -24.144)
H (-9.305, -5.898, -24.803)
H (-9.798, -7.642, -26.541)
H (-8.294, -8.455, -26.321)
H (-7.094, -7.741, -28.387)
H (-6.193, -6.915, -27.067)
H (-6.624, -6.018, -28.400)
H (-10.316, -7.797, -24.047)
H (-9.193, -7.528, -22.957)
C (-5.714, -2.336, -18.947)
C (-6.682, -2.247, -17.759)
C (-8.029, -2.839, -17.986)
O (-8.771, -2.880, -16.741)
C (-10.183, -3.184, -16.928)
N (-6.074, -2.924, -16.704)
H (-5.573, -3.357, -19.302)
H (-4.795, -1.812, -18.682)
H (-6.009, -1.793, -19.845)
H (-6.752, -1.199, -17.466)
H (-7.958, -3.826, -18.442)
H (-8.480, -2.164, -18.712)
H (-10.726, -3.145, -15.983)
H (-10.233, -4.255, -17.126)
H (-10.669, -2.539, -17.659)
H (-5.782, -3.858, -16.953)
H (-6.725, -3.207, -15.985)
C (-10.938, -6.233, -19.287)
C (-9.604, -6.895, -19.375)
C (-9.475, -8.157, -18.487)
O (-9.481, -7.941, -17.063)
C (-9.019, -9.089, -16.331)
N (-9.478, -7.133, -20.830)
H (-11.298, -6.234, -18.259)
H (-11.739, -6.791, -19.772)
H (-10.857, -5.195, -19.611)
H (-8.870, -6.121, -19.151)
H (-8.564, -8.712, -18.713)
H (-10.321, -8.803, -18.721)
H (-7.967, -9.238, -16.575)
H (-9.395, -10.051, -16.681)
H (-9.104, -9.030, -15.246)
H (-9.833, -6.340, -21.345)
H (-10.059, -7.922, -21.076)

Properties
- M: 828.539 g/mol
- Multiplicity: 2
- E_tot: -2821.24223 Eh
- ⟨S²⟩: 0.750
- Gap between HOMO and LUMO (spin up / spin down): 0.15262 / 0.29152 hartree
- Energy relative to the best compared isomer or geometry (same formula, charge and spin): 7.2 kcal/mol

Results of the Mulliken charge analysis, in e, for atoms 1 through 6: Mg 0.23; C 0.28; C 0.72; O 0.45; H -0.22; H -0.57



Record 2
Molecular formula: C36H99N11O16V
Method: DFT, ωB97M-V/def2-TZVPD

Positions of all 163 atoms, in Å:
O (-2.591, -1.963, -1.083)
V (-1.992, -1.456, -2.503)
N (0.136, -0.630, -0.543)
O (1.039, -1.415, -0.621)
O (-0.048, 0.019, 0.462)
O (-0.529, -0.331, -1.671)
N (-4.131, -3.202, -3.492)
O (-4.362, -4.340, -3.743)
O (-2.896, -2.775, -3.632)
O (-4.958, -2.417, -3.031)
C (-0.195, 1.903, 3.703)
C (1.307, 2.223, 3.825)
C (2.226, 1.046, 4.159)
O (1.909, 0.341, 5.364)
C (3.035, -0.340, 5.826)
N (1.663, 2.792, 2.489)
H (-0.518, 1.533, 4.679)
H (-0.369, 1.137, 2.974)
H (-0.755, 2.808, 3.410)
H (1.576, 3.007, 4.566)
H (3.191, 1.521, 4.276)
H (2.189, 0.362, 3.316)
H (3.929, 0.299, 6.012)
H (3.311, -1.173, 5.217)
H (2.749, -0.780, 6.750)
H (1.163, 2.225, 1.790)
H (2.650, 2.747, 2.244)
C (-5.439, -2.005, 3.436)
C (-4.737, -1.187, 2.307)
C (-3.335, -0.775, 2.727)
O (-3.356, 0.333, 3.650)
C (-3.724, 1.512, 3.023)
N (-4.764, -2.053, 1.077)
H (-5.407, -1.429, 4.369)
H (-4.901, -2.940, 3.443)
H (-6.465, -2.231, 3.197)
H (-5.287, -0.234, 2.126)
H (-2.646, -0.525, 1.901)
H (-2.940, -1.534, 3.296)
H (-4.799, 1.439, 2.664)
H (-3.088, 1.816, 2.186)
H (-3.831, 2.382, 3.759)
H (-4.830, -3.051, 1.186)
H (-4.060, -1.849, 0.430)
C (2.134, 2.395, -3.358)
C (2.796, 3.288, -2.316)
C (1.803, 3.665, -1.145)
O (0.646, 4.334, -1.655)
C (-0.251, 4.704, -0.638)
N (4.036, 2.687, -1.686)
H (1.202, 2.771, -3.803)
H (1.809, 1.386, -3.063)
H (2.891, 2.152, -4.115)
H (3.154, 4.232, -2.796)
H (2.230, 4.246, -0.356)
H (1.578, 2.687, -0.554)
H (-0.773, 5.563, -0.969)
H (0.320, 4.963, 0.256)
H (-0.850, 3.848, -0.274)
H (3.761, 1.740, -1.370)
H (4.732, 2.608, -2.430)
C (3.767, -0.536, 0.922)
C (4.913, -0.629, -0.058)
C (5.707, -1.877, 0.493)
O (6.897, -1.979, -0.293)
C (7.613, -3.096, 0.147)
N (4.483, -0.749, -1.435)
H (3.311, -1.478, 1.083)
H (3.068, 0.306, 0.680)
H (4.131, -0.270, 1.932)
H (5.629, 0.191, 0.081)
H (5.031, -2.728, 0.254)
H (5.975, -1.984, 1.590)
H (6.910, -3.877, 0.194)
H (8.071, -2.973, 1.166)
H (8.408, -3.227, -0.575)
H (3.850, -1.517, -1.561)
H (5.370, -0.746, -1.982)
C (5.119, 2.461, 1.898)
C (6.243, 3.394, 1.268)
C (7.224, 2.640, 0.343)
O (7.727, 1.438, 0.950)
C (8.935, 1.009, 0.279)
N (5.663, 4.504, 0.469)
H (5.523, 1.435, 2.067)
H (4.315, 2.452, 1.225)
H (4.915, 2.911, 2.927)
H (6.803, 3.836, 2.083)
H (8.139, 3.187, 0.115)
H (6.682, 2.402, -0.558)
H (8.756, 0.365, -0.615)
H (9.486, 0.363, 0.971)
H (9.601, 1.880, -0.005)
H (4.811, 4.146, 0.019)
H (5.339, 5.286, 0.987)
C (1.649, -1.177, -3.910)
C (0.448, -1.819, -4.614)
C (0.183, -3.190, -3.968)
O (-0.432, -2.919, -2.670)
C (-0.331, -4.002, -1.790)
N (-0.740, -0.986, -4.442)
H (1.862, -0.284, -4.500)
H (2.593, -1.724, -4.089)
H (1.306, -0.863, -2.888)
H (0.678, -2.078, -5.649)
H (1.151, -3.668, -3.724)
H (-0.537, -3.780, -4.536)
H (0.234, -3.760, -0.889)
H (-0.020, -4.897, -2.328)
H (-1.310, -4.251, -1.403)
H (-1.401, -1.115, -5.244)
H (-0.378, -0.031, -4.527)
C (1.002, -3.891, 2.054)
C (-0.421, -4.204, 2.671)
C (-0.634, -3.197, 3.756)
O (-1.771, -3.542, 4.510)
C (-2.061, -2.913, 5.738)
N (-1.506, -4.290, 1.732)
H (1.218, -4.400, 1.103)
H (1.776, -4.015, 2.759)
H (0.942, -2.823, 1.815)
H (-0.460, -5.184, 3.157)
H (-0.748, -2.210, 3.260)
H (0.200, -3.177, 4.493)
H (-2.059, -1.785, 5.721)
H (-1.359, -3.273, 6.522)
H (-3.090, -3.260, 6.053)
H (-2.377, -4.439, 2.162)
H (-1.667, -3.528, 1.021)
C (-2.945, 1.710, -1.049)
C (-2.947, 1.481, -2.552)
C (-1.570, 1.975, -3.108)
O (-1.675, 1.957, -4.539)
C (-2.161, 3.114, -5.179)
N (-3.281, 0.114, -2.897)
H (-3.921, 1.532, -0.579)
H (-2.647, 2.723, -0.732)
H (-2.188, 1.049, -0.506)
H (-3.656, 2.280, -2.846)
H (-0.787, 1.267, -2.784)
H (-1.407, 2.990, -2.757)
H (-3.232, 3.177, -5.238)
H (-1.834, 3.184, -6.223)
H (-1.780, 4.001, -4.666)
H (-3.474, 0.024, -3.886)
H (-4.182, -0.182, -2.467)
C (-7.802, -1.433, -2.284)
C (-7.111, -0.773, -1.141)
C (-7.139, 0.728, -1.350)
O (-6.555, 1.072, -2.611)
C (-6.610, 2.471, -2.739)
N (-7.593, -1.035, 0.210)
H (-7.677, -0.820, -3.167)
H (-8.825, -1.325, -2.000)
H (-7.635, -2.464, -2.389)
H (-6.048, -1.079, -1.207)
H (-6.553, 1.320, -0.602)
H (-8.118, 1.177, -1.127)
H (-6.163, 2.861, -3.702)
H (-6.157, 2.949, -1.897)
H (-7.603, 2.835, -2.819)
H (-6.869, -1.600, 0.735)
H (-8.541, -1.224, 0.432)

Properties
- M: 993.193 g/mol
- Multiplicity: 2
- E_tot: -4180.80489 Eh
- ⟨S²⟩: 0.775
- Gap between HOMO and LUMO (spin up / spin down): 0.30085 / 0.30989 hartree
- Energy relative to the best compared isomer or geometry (same formula, charge and spin): 33.4 kcal/mol

Results of the Mulliken charge analysis, in e, for atoms 1 through 6: O -0.55; V 0.85; N -0.35; O -0.56; O -0.06; O 0.48



Record 3
Molecular formula: C36H99N9O9
Method: DFT, ωB97M-V/def2-TZVPD

Positions of all 153 atoms, in Å:
C (4.043, -6.269, -1.007)
C (4.953, -5.401, -1.922)
C (3.962, -4.858, -2.997)
O (4.551, -3.691, -3.727)
C (3.625, -3.057, -4.632)
N (5.267, -4.261, -1.114)
H (3.451, -7.021, -1.528)
H (3.281, -5.657, -0.525)
H (4.605, -6.871, -0.293)
H (5.886, -5.850, -2.262)
H (3.012, -4.561, -2.553)
H (3.718, -5.602, -3.756)
H (3.242, -2.150, -4.164)
H (2.741, -3.644, -4.883)
H (4.272, -2.840, -5.481)
H (4.419, -3.712, -1.126)
H (5.690, -3.607, -1.757)
C (-1.511, -5.608, 1.794)
C (-0.961, -5.481, 0.425)
C (-1.690, -4.404, -0.553)
O (-2.993, -4.786, -0.903)
C (-3.942, -4.111, -0.054)
N (0.482, -5.103, 0.592)
H (-1.701, -4.584, 2.116)
H (-0.820, -6.048, 2.513)
H (-2.405, -6.228, 1.739)
H (-0.999, -6.399, -0.162)
H (-1.070, -4.455, -1.449)
H (-1.705, -3.429, -0.067)
H (-3.713, -4.329, 0.989)
H (-4.936, -4.484, -0.302)
H (-4.108, -3.063, -0.303)
H (0.846, -5.434, -0.290)
H (0.797, -5.797, 1.256)
C (0.708, 1.350, 1.237)
C (0.449, -0.173, 1.332)
C (1.377, -1.008, 0.418)
O (0.915, -0.762, -0.928)
C (1.343, -1.743, -1.862)
N (0.717, -0.715, 2.751)
H (0.660, 1.885, 0.288)
H (1.717, 1.646, 1.521)
H (0.116, 1.998, 1.884)
H (-0.595, -0.369, 1.089)
H (1.247, -2.074, 0.604)
H (2.390, -0.622, 0.529)
H (1.078, -1.449, -2.878)
H (0.641, -2.540, -1.617)
H (2.376, -2.087, -1.821)
H (1.724, -0.681, 2.823)
H (0.339, -0.102, 3.460)
C (5.353, 0.368, -1.900)
C (4.198, 1.142, -1.306)
C (4.723, 2.626, -1.143)
O (3.593, 3.257, -0.547)
C (3.870, 4.534, -0.027)
N (3.089, 1.006, -2.184)
H (5.208, -0.704, -2.031)
H (6.098, 0.301, -1.107)
H (5.876, 0.844, -2.729)
H (3.994, 0.746, -0.311)
H (5.065, 3.179, -2.017)
H (5.651, 2.752, -0.585)
H (3.900, 5.380, -0.715)
H (4.799, 4.500, 0.542)
H (2.973, 4.722, 0.563)
H (2.465, 0.309, -1.802)
H (2.494, 1.819, -2.114)
C (-5.776, 1.474, -3.219)
C (-5.420, 0.287, -2.322)
C (-3.999, -0.140, -2.257)
O (-3.428, -0.400, -3.616)
C (-2.321, -1.388, -3.701)
N (-5.991, 0.621, -1.008)
H (-6.783, 1.890, -3.186)
H (-5.568, 1.220, -4.259)
H (-5.216, 2.357, -2.909)
H (-6.135, -0.495, -2.576)
H (-4.035, -1.033, -1.634)
H (-3.402, 0.604, -1.729)
H (-2.348, -1.542, -4.780)
H (-2.617, -2.292, -3.169)
H (-1.324, -1.157, -3.326)
H (-5.466, 1.335, -0.525)
H (-6.975, 0.847, -1.038)
C (4.127, -1.538, 4.833)
C (4.425, -0.566, 3.723)
C (4.733, -1.349, 2.436)
O (6.088, -1.728, 2.428)
C (6.501, -2.772, 1.552)
N (3.401, 0.422, 3.552)
H (4.903, -2.259, 5.090)
H (3.285, -2.079, 4.400)
H (3.770, -1.083, 5.757)
H (5.320, -0.028, 4.034)
H (4.591, -0.570, 1.687)
H (4.006, -2.115, 2.166)
H (6.021, -2.595, 0.590)
H (6.036, -3.712, 1.847)
H (7.584, -2.798, 1.428)
H (3.710, 1.263, 3.085)
H (3.240, 0.869, 4.444)
C (-6.058, 4.638, -0.097)
C (-5.273, 4.454, 1.202)
C (-4.020, 3.489, 1.088)
O (-4.392, 2.235, 0.779)
C (-3.340, 1.274, 1.042)
N (-5.051, 5.766, 1.892)
H (-6.947, 5.266, -0.046)
H (-6.497, 3.669, -0.337)
H (-5.523, 4.882, -1.015)
H (-5.965, 3.921, 1.854)
H (-3.454, 3.541, 2.018)
H (-3.332, 3.914, 0.356)
H (-3.838, 0.391, 0.641)
H (-3.111, 1.240, 2.107)
H (-2.480, 1.376, 0.379)
H (-5.956, 6.214, 1.909)
H (-4.628, 6.242, 1.108)
C (-2.380, 4.227, 6.624)
C (-2.548, 3.526, 5.404)
C (-2.482, 1.973, 5.477)
O (-1.183, 1.436, 5.904)
C (-1.326, 0.026, 5.635)
N (-3.842, 3.996, 4.891)
H (-2.187, 5.263, 6.343)
H (-1.415, 3.896, 7.006)
H (-3.209, 4.032, 7.304)
H (-1.866, 3.904, 4.643)
H (-2.713, 1.738, 4.438)
H (-3.273, 1.569, 6.109)
H (-1.750, -0.424, 6.533)
H (-0.392, -0.534, 5.613)
H (-1.803, -0.252, 4.695)
H (-4.042, 4.982, 4.986)
H (-3.999, 3.767, 3.920)
C (-0.898, 3.120, -5.942)
C (-1.384, 2.106, -4.903)
C (-1.230, 2.718, -3.430)
O (0.192, 2.748, -3.248)
C (0.683, 3.775, -2.424)
N (-2.812, 1.916, -5.081)
H (0.154, 3.297, -5.721)
H (-1.463, 4.002, -5.641)
H (-1.064, 2.891, -6.995)
H (-0.960, 1.114, -5.056)
H (-1.629, 2.199, -2.558)
H (-1.712, 3.682, -3.269)
H (1.605, 3.362, -2.015)
H (0.011, 4.004, -1.597)
H (1.075, 4.674, -2.901)
H (-3.080, 1.157, -4.471)
H (-2.987, 1.506, -5.987)

Properties
- M: 802.242 g/mol
- E_tot: -2600.57874 Eh
- SMILES: COC[C@H](C)N.COC[C@H](C)N.COC[C@H](C)N.COC[C@H](C)N.COC[C@H](C)N.COC[C@H](C)N.COC[C@H](C)N.COC[C@H](C)N.COC[C@H](C)N
- Gap between HOMO and LUMO: 0.33699 hartree
- Energy relative to the best compared isomer or geometry (same formula, charge and spin): 160.5 kcal/mol

Results of the Mulliken charge analysis, in e, for atoms 1 through 6: C -1.24; C 0.22; C -0.52; O -0.38; C -0.67; N -0.42



Q: Among the records above, which one has the highest M?
A: C36H99N11O16V



Q: The lowest M belongs to which entry?
A: C36H99N9O9